# C45H63N3P2S5SbSiTi

C45H63N3P2S5SbSiTi as an isolated structure at a distorted geometry (ωB97M-V/def2-TZVPD, OMol25).

Computed properties:
Frontier orbital gap (spin up / spin down) ... 4.679 / 5.407 eV
Net charge ... -2
<S²> ... 0.77
Total energy ... -162449.469 eV
Multiplicity ... 2

Atoms and positions in Å:
Ti 2.915 -1.711 0.466
C -1.418 -4.922 -0.941
S -0.170 -4.531 -2.182
C 0.979 -3.460 -1.336
S 0.800 -3.014 0.324
N 1.911 -3.069 -2.132
N 2.836 -2.258 -1.512
C 3.921 -1.991 -2.239
C 4.939 -1.280 -1.599
C 6.166 -0.921 -2.213
C 7.119 -0.278 -1.485
C 6.870 0.013 -0.122
C 5.669 -0.347 0.421
N 4.697 -0.960 -0.289
H -1.331 -5.963 -0.634
H -1.280 -4.286 -0.068
H -2.409 -4.744 -1.358
H 4.013 -2.367 -3.251
H 6.320 -1.182 -3.253
H 8.065 -0.005 -1.938
H 7.615 0.488 0.500
H 5.432 -0.182 1.464
C 3.335 1.792 -0.819
Si 1.936 0.859 0.116
C 1.875 1.742 1.836
C 2.981 2.482 2.272
C 3.022 3.093 3.515
C 1.939 2.985 4.377
C 0.834 2.255 3.972
C 0.789 1.628 2.724
P -0.687 0.652 2.206
C -2.114 1.715 2.789
C -1.867 3.214 2.500
C -3.157 3.970 2.151
C -4.324 3.437 2.976
C -4.620 1.978 2.587
C -3.373 1.281 2.030
C -0.580 -0.840 3.329
C -1.827 -1.737 3.241
C -2.915 -1.388 4.258
C -2.362 -1.354 5.680
C -1.202 -0.368 5.777
C -0.105 -0.733 4.782
C 0.475 1.805 -0.773
C 0.318 3.152 -0.396
C -0.627 3.983 -0.968
C -1.443 3.502 -1.986
C -1.284 2.194 -2.405
C -0.350 1.337 -1.808
P -0.097 -0.395 -2.373
C 0.100 -0.098 -4.197
C 1.426 0.635 -4.431
C 1.736 0.737 -5.922
C 1.837 -0.656 -6.586
C 1.357 -1.775 -5.661
C 0.031 -1.427 -4.993
C -1.777 -1.201 -2.274
C -2.254 -1.112 -0.822
C -3.476 -1.991 -0.577
C -4.603 -1.668 -1.554
C -4.117 -1.753 -3.000
C -2.917 -0.832 -3.226
H 3.076 2.833 -1.033
H 4.292 1.772 -0.294
H 3.502 1.281 -1.774
H 3.843 2.584 1.624
H 3.904 3.650 3.813
H 1.959 3.451 5.355
H -0.009 2.156 4.648
H -2.292 1.575 3.859
H -1.404 3.679 3.372
H -1.149 3.323 1.684
H -3.010 5.040 2.322
H -3.387 3.858 1.087
H -4.055 3.494 4.036
H -5.217 4.055 2.851
H -4.989 1.427 3.458
H -5.418 1.945 1.838
H -3.505 0.197 2.053
H -3.229 1.534 0.975
H 0.224 -1.360 2.801
H -2.233 -1.726 2.226
H -1.509 -2.770 3.426
H -3.351 -0.410 4.032
H -3.731 -2.115 4.184
H -3.153 -1.104 6.394
H -1.997 -2.354 5.946
H -1.574 0.644 5.583
H -0.793 -0.358 6.792
H 0.746 -0.059 4.854
H 0.289 -1.720 5.057
H 0.955 3.557 0.383
H -0.721 5.009 -0.627
H -2.179 4.143 -2.458
H -1.880 1.840 -3.234
H -0.701 0.566 -4.545
H 1.375 1.632 -3.986
H 2.237 0.114 -3.910
H 0.945 1.324 -6.399
H 2.664 1.295 -6.071
H 1.245 -0.672 -7.507
H 2.870 -0.854 -6.886
H 1.253 -2.706 -6.225
H 2.094 -1.974 -4.885
H -0.260 -2.257 -4.344
H -0.746 -1.353 -5.763
H -1.534 -2.256 -2.466
H -1.438 -1.375 -0.147
H -2.505 -0.067 -0.600
H -3.188 -3.043 -0.696
H -3.823 -1.878 0.456
H -5.455 -2.337 -1.396
H -4.960 -0.649 -1.362
H -3.823 -2.786 -3.224
H -4.929 -1.498 -3.689
H -2.589 -0.887 -4.268
H -3.243 0.194 -3.042
S 5.898 -3.210 4.121
Sb 3.830 -3.552 3.166
S 4.212 -3.775 0.769
S 2.993 -1.197 2.696